Molecular formula: C49H100BN5O8
Method: DFT, ωB97M-V with the def2-TZVPD basis set

Structure (XYZ):
```
163
C49H100BN5O8, DFT ωB97M-V with the def2-TZVPD basis set
O -2.457 -1.156 2.344
C -1.610 -1.133 1.497
O -1.099 -0.071 0.890
B 0.102 -0.494 0.134
O -0.058 -1.948 -0.022
C -0.998 -2.383 0.792
O -1.312 -3.520 1.002
O 1.331 -0.191 0.893
C 2.093 0.657 0.220
O 3.116 1.138 0.607
C 1.340 0.976 -1.101
O 0.240 0.238 -1.141
O 1.659 1.787 -1.926
C -3.412 2.300 1.858
C -2.366 2.940 0.949
C -2.597 4.437 0.974
N -1.668 5.263 0.112
C -2.090 5.215 -1.327
C -1.333 6.199 -2.202
C -1.483 7.636 -1.703
C -1.115 7.748 -0.224
C -1.790 6.690 0.621
C -0.253 4.813 0.295
H -4.405 2.380 1.409
H -3.460 2.795 2.829
H -3.222 1.241 2.016
H -2.526 2.561 -0.066
H -1.377 2.593 1.241
H -2.455 4.860 1.968
H -3.611 4.655 0.639
H -3.155 5.438 -1.341
H -1.863 4.205 -1.669
H -1.784 6.193 -3.195
H -0.284 5.906 -2.257
H -2.478 8.063 -1.834
H -0.772 8.223 -2.285
H -1.384 8.729 0.165
H -0.030 7.681 -0.098
H -2.867 6.859 0.700
H -1.392 6.714 1.635
H 0.407 5.573 -0.113
H -0.116 3.915 -0.303
H -0.067 4.695 1.357
C 4.726 5.014 -6.592
C 4.321 3.537 -6.583
C 2.820 3.439 -6.336
N 2.250 2.077 -5.935
C 0.871 2.266 -5.376
C 0.080 0.991 -5.273
C -0.030 0.246 -6.586
C 1.369 0.002 -7.145
C 2.073 1.333 -7.273
C 3.164 1.294 -5.075
H 4.101 5.598 -7.268
H 5.761 5.139 -6.908
H 4.694 5.452 -5.592
H 4.829 3.111 -5.720
H 4.604 3.069 -7.525
H 2.224 3.770 -7.180
H 2.620 4.061 -5.457
H 0.418 2.941 -6.111
H 0.862 2.854 -4.458
H -0.919 1.195 -4.876
H 0.462 0.357 -4.462
H -0.680 0.764 -7.298
H -0.565 -0.698 -6.458
H 1.304 -0.431 -8.143
H 1.892 -0.675 -6.473
H 1.589 2.000 -7.981
H 3.106 1.188 -7.598
H 3.158 1.832 -4.123
H 4.174 1.254 -5.463
H 2.825 0.275 -4.937
C -5.133 -0.649 -0.162
C -5.681 -2.041 -0.485
C -4.814 -3.129 0.128
N -5.212 -4.553 -0.162
C -6.430 -4.889 0.661
C -6.743 -6.389 0.766
C -5.514 -7.193 1.164
C -4.324 -6.860 0.272
C -4.026 -5.388 0.254
C -5.527 -4.760 -1.594
H -4.181 -0.441 -0.645
H -5.075 -0.551 0.923
H -5.892 0.066 -0.478
H -5.846 -2.221 -1.543
H -6.665 -2.077 -0.001
H -4.650 -3.023 1.199
H -3.816 -3.019 -0.312
H -6.195 -4.502 1.652
H -7.303 -4.412 0.224
H -7.423 -6.449 1.616
H -7.169 -6.734 -0.173
H -5.296 -7.016 2.221
H -5.692 -8.262 1.054
H -3.462 -7.395 0.677
H -4.499 -7.274 -0.722
H -3.771 -5.081 1.270
H -3.210 -5.101 -0.406
H -4.737 -4.446 -2.273
H -6.463 -4.280 -1.858
H -5.655 -5.826 -1.765
C -5.547 -3.191 8.961
C -4.397 -2.638 8.084
C -4.301 -3.484 6.812
N -2.956 -3.482 6.153
C -3.037 -4.217 4.830
C -1.726 -4.620 4.200
C -0.745 -5.246 5.178
C -0.569 -4.292 6.344
C -1.874 -4.047 7.043
C -2.548 -2.068 5.828
H -5.705 -2.612 9.863
H -5.330 -4.237 9.172
H -6.457 -3.136 8.359
H -3.488 -2.679 8.679
H -4.660 -1.622 7.794
H -4.952 -3.042 6.057
H -4.560 -4.519 7.033
H -3.509 -5.164 5.136
H -3.785 -3.703 4.231
H -1.958 -5.261 3.341
H -1.258 -3.799 3.639
H -1.176 -6.199 5.502
H 0.196 -5.468 4.680
H 0.070 -4.794 7.076
H -0.056 -3.379 6.048
H -2.290 -4.917 7.560
H -1.743 -3.364 7.881
H -2.316 -1.564 6.760
H -3.355 -1.607 5.264
H -1.672 -2.078 5.190
C 8.667 -1.125 -3.254
C 8.508 -0.588 -1.840
C 7.332 0.377 -1.808
N 7.229 1.257 -0.579
C 6.968 0.393 0.628
C 6.795 1.229 1.885
C 8.043 2.091 2.121
C 8.407 2.937 0.898
C 8.477 2.075 -0.338
C 6.069 2.186 -0.782
H 9.621 -1.661 -3.330
H 8.855 -0.354 -4.007
H 7.923 -1.850 -3.578
H 9.430 -0.053 -1.616
H 8.418 -1.434 -1.163
H 6.431 -0.237 -1.752
H 7.336 1.049 -2.662
H 7.863 -0.208 0.779
H 6.071 -0.188 0.430
H 6.702 0.543 2.726
H 5.918 1.875 1.842
H 8.872 1.382 2.242
H 7.998 2.687 3.028
H 9.424 3.302 1.071
H 7.839 3.864 0.804
H 9.272 1.343 -0.203
H 8.712 2.614 -1.257
H 6.208 2.623 -1.771
H 6.045 2.936 -0.009
H 5.168 1.577 -0.839
```

Computed properties:
HOMO energy = -17.4 eV
Net charge = +4
Gap between HOMO and LUMO = 10.551 eV
Energy = -76917.294 eV